{"formula": "C25H22N4O4Pd", "method": "ωB97M-V/def2-TZVPD", "species": ["Pd", "O", "C", "C", "C", "C", "C", "C", "C", "O", "N", "N", "C", "C", "C", "C", "C", "C", "C", "O", "H", "H", "H", "H", "H", "H", "H", "H", "H", "H", "C", "N", "N", "C", "O", "C", "C", "C", "C", "C", "C", "C", "C", "C", "H", "H", "H", "H", "H", "H", "H", "H", "H", "H", "H", "H"], "positions_angstrom": [[0.153, -0.190, -0.039], [-1.108, -5.402, 0.159], [-1.905, -4.862, 1.095], [-2.766, -5.722, 1.779], [-3.611, -5.238, 2.756], [-3.619, -3.882, 3.078], [-2.770, -3.028, 2.405], [-1.908, -3.492, 1.409], [-1.031, -2.522, 0.720], [-1.141, -1.273, 1.042], [-0.189, -2.972, -0.176], [0.560, -1.942, -0.726], [1.411, -2.214, -1.649], [2.252, -1.255, -2.305], [3.140, -1.759, -3.281], [3.993, -0.947, -3.979], [3.975, 0.431, -3.708], [3.128, 0.955, -2.769], [2.235, 0.140, -2.028], [1.475, 0.736, -1.158], [-0.560, -4.674, -0.220], [-2.746, -6.772, 1.519], [-4.269, -5.922, 3.276], [-4.277, -3.505, 3.849], [-2.746, -1.972, 2.639], [1.490, -3.258, -1.940], [3.133, -2.826, -3.471], [4.665, -1.357, -4.720], [4.640, 1.093, -4.251], [3.110, 2.016, -2.558], [-3.442, 4.433, 2.881], [-3.022, 3.429, 1.916], [-1.668, 3.272, 1.657], [-1.444, 1.999, 1.180], [-0.314, 1.665, 0.764], [-2.697, 1.323, 1.246], [-3.609, 2.216, 1.724], [-5.045, 2.003, 2.048], [-0.845, 4.402, 1.400], [-1.368, 5.511, 0.748], [-0.550, 6.604, 0.506], [0.783, 6.576, 0.891], [1.297, 5.454, 1.525], [0.484, 4.364, 1.793], [-2.565, 4.816, 3.398], [-4.108, 3.985, 3.615], [-3.950, 5.264, 2.393], [-2.858, 0.296, 0.973], [-5.344, 1.008, 1.727], [-5.676, 2.738, 1.548], [-5.223, 2.079, 3.122], [-2.400, 5.508, 0.421], [-0.952, 7.472, 0.000], [1.421, 7.426, 0.692], [2.338, 5.426, 1.818], [0.872, 3.481, 2.281]], "forces_ev_per_angstrom": [[0.0, 0.0, 0.0], [0.0, 0.0, 0.0], [0.0, 0.0, 0.0], [0.0, 0.0, 0.0], [0.0, 0.0, 0.0], [0.0, 0.0, 0.0], [0.0, 0.0, 0.0], [0.0, 0.0, 0.0], [0.1, 0.1, 0.0], [0.0, 0.0, 0.0], [0.0, 0.0, 0.0], [0.0, 0.0, -0.1], [0.0, 0.0, 0.1], [0.0, 0.0, 0.0], [0.0, 0.0, 0.0], [0.0, 0.0, 0.0], [0.0, 0.0, 0.0], [0.0, 0.0, 0.0], [0.0, 0.0, 0.0], [0.0, 0.0, 0.0], [0.0, 0.0, 0.0], [0.0, 0.0, 0.0], [0.0, 0.0, 0.0], [0.0, 0.0, 0.0], [0.0, 0.0, 0.0], [0.0, 0.0, 0.0], [0.0, 0.0, 0.0], [0.0, 0.0, 0.0], [0.0, 0.0, 0.0], [0.0, 0.0, 0.0], [0.0, 0.0, 0.0], [0.0, 0.0, -0.1], [0.0, 0.0, 0.0], [0.0, 0.0, 0.0], [0.0, 0.0, 0.0], [0.0, 0.0, 0.0], [0.0, 0.0, 0.0], [0.0, 0.0, 0.0], [0.0, 0.0, 0.0], [0.0, 0.0, 0.0], [0.0, 0.0, 0.0], [0.0, 0.0, 0.0], [0.0, 0.0, 0.0], [0.0, 0.0, 0.0], [0.0, 0.0, 0.0], [0.0, 0.0, 0.0], [0.0, 0.0, 0.0], [0.0, 0.0, 0.0], [0.0, 0.0, 0.0], [0.0, 0.0, 0.0], [0.0, 0.0, 0.0], [0.0, 0.0, 0.0], [0.0, 0.0, 0.0], [0.0, 0.0, 0.0], [0.0, 0.0, 0.0], [0.0, 0.0, 0.0]], "fmax_ev_per_a": 0.1, "e_above_lowest_kcal_mol": 0.00, "total_charge": 0, "lumo_ev": 0.3, "homo_energy_ev": -7.42}

{"formula": "C3H9ClNO", "method": "ωB97M-V/def2-TZVPD", "species": ["C", "N", "C", "C", "O", "Cl", "H", "H", "H", "H", "H", "H", "H", "H", "H"], "positions_angstrom": [[-0.930, 0.921, 0.618], [-0.226, -0.244, -0.143], [1.061, -0.581, 0.557], [-0.029, -0.111, -1.610], [0.632, 1.099, -1.970], [-0.152, 2.018, -3.163], [-0.505, 1.462, 1.390], [-1.342, 1.744, -0.086], [-1.869, 0.538, 0.911], [-0.779, -1.124, -0.142], [1.692, 0.323, 0.611], [1.022, -1.088, 1.620], [1.653, -1.353, 0.141], [0.495, -1.003, -1.862], [-0.911, -0.310, -2.196]], "forces_ev_per_angstrom": [[-2.8, 0.4, -4.1], [0.2, 0.2, 1.5], [1.2, 0.1, 2.9], [0.4, 1.1, -1.3], [-0.3, -1.1, 0.6], [0.0, -0.4, 0.4], [2.0, 0.1, 1.5], [1.4, -1.5, 0.4], [-0.8, -0.8, 0.9], [-0.2, 0.9, 0.7], [-0.5, -0.4, 0.0], [-1.1, 1.7, -1.7], [0.2, -0.7, -1.7], [1.5, -0.4, -0.2], [-1.1, 0.8, 0.4]], "fmax_ev_per_a": 5.0, "e_above_lowest_kcal_mol": 73.36, "total_charge": 1, "lumo_ev": -4.1, "homo_energy_ev": -14.68}

{"formula": "C16H22As2N2O4S2Zr", "method": "ωB97M-V/def2-TZVPD", "species": ["Zr", "C", "As", "C", "C", "C", "C", "C", "C", "C", "As", "C", "C", "H", "H", "H", "H", "H", "H", "H", "H", "H", "H", "H", "H", "H", "H", "H", "H", "N", "C", "S", "C", "C", "C", "N", "C", "C", "H", "H", "H", "H", "H", "H", "O", "S", "O", "O", "O"], "positions_angstrom": [[0.948, 0.211, 0.747], [-0.997, -0.139, 4.676], [-0.667, -0.271, 2.743], [-0.638, -2.243, 2.616], [-2.506, -0.058, 1.975], [-3.611, 0.290, 2.746], [-4.871, 0.399, 2.174], [-5.037, 0.194, 0.813], [-3.944, -0.131, 0.027], [-2.680, -0.265, 0.597], [-1.155, -0.841, -0.518], [-1.638, -0.080, -2.281], [-1.737, -2.693, -0.884], [-1.388, 0.836, 4.966], [-0.039, -0.313, 5.167], [-1.703, -0.927, 4.943], [-0.025, -2.588, 3.449], [-0.155, -2.590, 1.702], [-1.646, -2.648, 2.705], [-3.490, 0.468, 3.808], [-5.726, 0.644, 2.787], [-6.013, 0.285, 0.358], [-4.082, -0.269, -1.039], [-1.899, 0.974, -2.185], [-2.478, -0.618, -2.720], [-0.782, -0.177, -2.953], [-2.798, -2.678, -1.134], [-1.582, -3.334, -0.018], [-1.168, -3.084, -1.728], [4.475, 2.615, -5.143], [4.719, 2.148, -3.922], [6.158, 2.244, -3.127], [3.634, 1.614, -3.078], [3.777, 0.397, -2.393], [2.814, -0.005, -1.505], [1.713, 0.751, -1.215], [1.573, 1.918, -1.882], [2.474, 2.363, -2.819], [5.232, 3.038, -5.660], [3.587, 2.506, -5.607], [4.655, -0.212, -2.557], [2.890, -0.964, -1.001], [0.679, 2.500, -1.671], [2.295, 3.303, -3.321], [1.853, -0.803, 3.526], [2.678, -0.542, 2.383], [4.056, -0.789, 2.367], [2.294, 0.887, 1.904], [1.952, -1.321, 1.181]], "forces_ev_per_angstrom": [[-1.0, 1.6, -3.3], [0.5, 0.3, -0.2], [-3.6, -1.0, 1.3], [0.4, -0.1, 0.1], [0.5, 0.2, -0.2], [0.3, -0.1, 0.2], [0.0, 0.0, -0.1], [0.0, 0.0, 0.0], [0.2, 0.0, -0.2], [0.4, 0.1, 0.2], [-3.3, -1.0, -1.3], [0.4, 0.2, 0.2], [0.5, 0.0, 0.1], [0.1, 0.0, -0.1], [-0.1, 0.0, 0.0], [0.1, 0.0, -0.2], [0.0, 0.0, 0.0], [-0.2, 0.0, 0.1], [0.0, 0.2, -0.1], [-0.1, 0.0, 0.0], [0.0, 0.0, 0.1], [0.0, 0.0, 0.0], [0.0, 0.0, 0.0], [0.0, -0.1, 0.0], [0.0, -0.1, 0.2], [-0.1, 0.0, 0.1], [0.1, 0.2, 0.0], [0.0, 0.1, 0.0], [0.0, 0.0, 0.1], [-0.4, -0.1, -0.1], [1.0, 0.1, 0.3], [-0.3, 0.0, -0.2], [-0.7, 0.0, 0.3], [0.0, 0.0, -0.2], [0.0, 0.0, -0.2], [0.5, 0.4, -0.7], [-0.3, 0.0, -0.1], [0.2, -0.1, -0.1], [0.0, 0.0, 0.0], [0.0, 0.0, 0.0], [0.0, 0.0, 0.0], [0.1, 0.1, -0.1], [0.1, 0.0, 0.1], [0.0, 0.0, 0.0], [0.7, -0.1, 0.1], [1.2, -1.3, 2.7], [0.2, 0.1, -0.3], [1.7, 1.2, 1.2], [0.7, -0.8, 0.1]], "fmax_ev_per_a": 3.9, "e_above_lowest_kcal_mol": 40.34, "total_charge": 2, "lumo_ev": -7.8, "homo_energy_ev": -13.74}

{"formula": "C16F48LiN8O32S16", "method": "ωB97M-V/def2-TZVPD", "species": ["Li", "C", "F", "F", "F", "S", "O", "O", "N", "S", "O", "O", "C", "F", "F", "F", "C", "F", "F", "F", "S", "O", "O", "N", "S", "O", "O", "C", "F", "F", "F", "C", "F", "F", "F", "S", "O", "O", "N", "S", "O", "O", "C", "F", "F", "F", "C", "F", "F", "F", "S", "O", "O", "N", "S", "O", "O", "C", "F", "F", "F", "C", "F", "F", "F", "S", "O", "O", "N", "S", "O", "O", "C", "F", "F", "F", "C", "F", "F", "F", "S", "O", "O", "N", "S", "O", "O", "C", "F", "F", "F", "C", "F", "F", "F", "S", "O", "O", "N", "S", "O", "O", "C", "F", "F", "F", "C", "F", "F", "F", "S", "O", "O", "N", "S", "O", "O", "C", "F", "F", "F"], "positions_angstrom": [[-2.341, 0.421, -0.855], [7.161, 3.196, 2.227], [7.353, 2.847, 0.960], [8.180, 4.009, 2.584], [6.038, 3.901, 2.352], [7.105, 1.744, 3.380], [8.462, 1.262, 3.365], [6.663, 2.279, 4.638], [5.959, 0.872, 2.699], [6.024, -0.665, 3.015], [6.964, -1.380, 2.177], [6.149, -0.959, 4.431], [4.276, -1.198, 2.503], [4.078, -1.044, 1.211], [4.176, -2.461, 2.898], [3.417, -0.434, 3.178], [-4.501, -1.365, 0.668], [-5.429, -1.981, 1.414], [-3.929, -0.450, 1.435], [-3.607, -2.223, 0.227], [-5.411, -0.587, -0.753], [-5.858, -1.637, -1.618], [-6.457, 0.235, -0.231], [-4.188, 0.333, -1.448], [-4.796, 0.844, -2.829], [-4.588, -0.110, -3.877], [-6.084, 1.480, -2.762], [-3.609, 2.256, -3.260], [-2.995, 2.039, -4.410], [-4.300, 3.395, -3.364], [-2.672, 2.392, -2.310], [5.754, -7.596, -5.241], [5.750, -8.838, -4.736], [6.906, -7.462, -5.943], [4.763, -7.383, -6.083], [5.787, -6.393, -3.789], [4.624, -6.569, -2.993], [7.039, -6.673, -3.138], [5.954, -4.957, -4.555], [4.559, -4.233, -4.878], [4.673, -3.215, -5.894], [3.436, -5.112, -5.068], [4.210, -3.342, -3.197], [5.007, -3.835, -2.274], [4.325, -2.020, -3.336], [2.961, -3.599, -2.793], [1.548, 6.759, 1.347], [1.983, 5.567, 1.670], [2.378, 7.676, 1.901], [1.578, 6.981, 0.033], [-0.196, 6.965, 1.994], [-0.987, 6.410, 0.940], [-0.279, 6.263, 3.235], [-0.266, 8.641, 2.107], [-1.232, 8.918, 3.331], [-2.559, 8.377, 3.199], [-0.669, 8.754, 4.646], [-1.369, 10.784, 3.092], [-0.152, 11.354, 3.134], [-1.929, 11.111, 1.926], [-2.097, 11.298, 4.095], [-4.545, 5.869, 5.013], [-3.595, 5.188, 4.361], [-3.948, 6.772, 5.779], [-5.317, 6.422, 4.083], [-5.545, 4.742, 6.152], [-5.595, 3.468, 5.518], [-4.902, 4.884, 7.427], [-6.972, 5.622, 6.292], [-8.117, 4.544, 6.489], [-8.482, 3.794, 5.316], [-7.888, 3.750, 7.674], [-9.651, 5.598, 6.727], [-9.729, 5.976, 8.030], [-9.670, 6.709, 5.999], [-10.758, 4.888, 6.494], [0.219, -1.015, -1.479], [1.171, -1.835, -1.884], [0.032, -0.025, -2.348], [-0.937, -1.713, -1.420], [0.530, -0.332, 0.250], [0.478, -1.463, 1.118], [1.768, 0.382, 0.259], [-0.807, 0.703, 0.225], [-0.555, 1.750, 1.449], [-0.566, 1.110, 2.734], [0.438, 2.747, 1.218], [-2.181, 2.724, 1.422], [-2.444, 3.173, 0.181], [-3.212, 1.995, 1.836], [-2.038, 3.807, 2.186], [1.055, -2.172, -5.566], [1.840, -2.062, -6.657], [1.076, -3.390, -5.092], [1.490, -1.276, -4.679], [-0.674, -1.615, -6.073], [-1.425, -1.604, -4.854], [-0.516, -0.286, -6.605], [-1.151, -2.659, -7.242], [-2.089, -3.769, -6.569], [-1.459, -4.441, -5.468], [-3.478, -3.437, -6.451], [-1.964, -5.082, -7.889], [-2.526, -6.220, -7.472], [-2.609, -4.683, -9.016], [-0.705, -5.340, -8.236], [0.637, -5.098, 0.306], [0.816, -4.291, -0.728], [-0.215, -4.498, 1.149], [0.067, -6.242, -0.075], [2.287, -5.335, 1.204], [3.305, -4.913, 0.297], [2.170, -4.482, 2.350], [2.228, -6.962, 1.582], [3.117, -7.677, 0.468], [2.669, -7.590, -0.892], [4.535, -7.438, 0.561], [2.925, -9.471, 0.975], [3.652, -10.194, 0.107], [3.362, -9.730, 2.213], [1.659, -9.915, 0.873]], "forces_ev_per_angstrom": [[0.1, 0.1, -0.2], [-0.5, -0.3, 0.5], [-0.1, 0.1, -0.1], [0.1, 0.0, 0.0], [0.0, 0.1, -0.4], [-1.0, -0.4, 0.4], [0.2, -0.3, -0.4], [0.1, 0.6, 0.1], [1.2, 1.3, 0.0], [0.5, -1.6, 0.0], [-0.5, 0.1, -0.1], [-0.4, 0.2, -0.2], [1.1, 0.9, 0.7], [0.1, -0.4, 0.1], [-0.3, 0.1, -0.4], [-0.2, -0.3, -0.1], [-0.5, 0.5, 0.1], [0.1, -0.3, -0.2], [0.3, 0.0, -0.2], [0.2, -0.2, 0.1], [0.0, 1.0, -0.9], [0.5, -0.6, 0.2], [0.2, 0.1, 0.9], [-1.6, -1.0, 1.3], [0.5, 0.2, -2.2], [-0.1, 0.2, 0.0], [0.1, 0.0, 0.3], [-0.1, -0.4, 0.5], [-0.1, -0.1, -0.1], [0.2, 0.1, 0.1], [0.0, 0.1, -0.1], [0.8, 1.1, 1.1], [-0.4, -0.3, -0.5], [0.0, -0.2, -0.1], [-0.3, -0.6, 0.0], [1.0, 1.7, 0.3], [-0.5, -0.5, -0.5], [0.4, -0.4, -0.7], [-0.7, -1.2, -0.1], [-1.2, 0.4, 0.3], [1.0, 0.1, 0.4], [0.3, -0.2, 0.1], [-1.1, -0.9, -0.7], [0.6, 0.6, 0.2], [0.5, -0.1, 0.2], [0.2, 0.1, -0.5], [-0.3, 1.1, 0.8], [0.1, -0.2, -0.4], [0.0, -0.2, 0.0], [0.1, -0.4, -0.1], [0.0, -0.1, -0.9], [-0.1, 0.7, -0.5], [0.5, 0.5, 0.5], [-0.3, -2.0, 0.4], [-0.3, 0.0, 0.6], [-0.2, 0.6, -0.4], [0.3, 0.8, -0.1], [0.5, -1.2, 0.1], [-0.1, 0.2, 0.0], [-0.2, 0.2, 0.1], [-0.1, 0.3, -0.2], [0.4, -0.8, -0.4], [-0.5, -0.1, 0.6], [-0.3, 0.5, -0.2], [-0.2, 0.4, 0.3], [0.1, 2.0, 0.9], [-0.3, -0.2, -0.2], [0.5, -0.4, 0.0], [0.1, -1.4, -0.8], [0.9, -0.7, -0.8], [-0.6, 0.2, -0.1], [-1.0, 0.3, 0.3], [0.8, 0.1, 1.3], [-0.1, 0.2, -0.1], [-0.2, -0.1, -0.3], [0.0, 0.0, -0.3], [-0.2, -0.3, 0.5], [-0.1, 0.6, 0.2], [0.2, 0.0, -0.2], [-0.2, 0.2, 0.0], [0.2, -0.2, -0.9], [-0.9, -0.1, 0.0], [-0.3, 0.4, -0.5], [1.7, -0.5, 1.1], [-1.1, 0.9, 0.8], [0.0, -0.2, -0.1], [0.0, 0.1, -0.4], [0.9, 0.5, -0.3], [-0.1, -0.4, -0.1], [0.0, 0.1, 0.1], [-0.1, -0.7, 0.1], [-0.7, 0.9, -1.1], [0.0, -0.4, 0.2], [0.2, 0.2, 0.1], [0.0, -0.4, 0.2], [0.0, 1.2, 0.2], [-0.3, -1.0, 0.2], [0.7, -0.4, -1.1], [-0.4, 0.4, 1.3], [0.9, -0.6, 0.5], [-0.3, -0.3, 0.0], [-0.2, -0.1, -0.6], [0.0, 1.0, -0.2], [-0.1, -0.1, -0.1], [-0.1, -0.3, 0.0], [0.0, -0.1, 0.1], [0.2, 0.4, 0.6], [-0.1, -0.4, -0.1], [-0.1, -0.1, 0.0], [0.1, 0.0, -0.3], [-0.4, 0.7, 0.6], [0.0, -0.8, -0.6], [-0.6, -1.0, 0.7], [0.7, 1.3, -0.8], [1.4, 0.6, -0.9], [-1.2, -0.7, 0.2], [0.1, -0.8, 1.0], [-0.3, 0.7, -0.6], [0.1, -0.2, 0.2], [0.0, -0.2, 0.0], [0.0, 0.0, 0.2]], "fmax_ev_per_a": 2.3, "e_above_lowest_kcal_mol": 0.00, "total_charge": -7, "lumo_ev": 9.0, "homo_energy_ev": 2.06}

HOMO-LUMO gap (eV)
7.72; 10.60; 5.96; 6.91